ORCA calculation (the ωB97M-V functional and the def2-TZVPD basis) on a molecular structure, C30H45BrN2OsP2S in a non-equilibrium geometry.

XYZ file:
```
82
Properties=species:S:1:pos:R:3:forces:R:3:mulliken_spin:R:1
Os 0.16295 0.13343 -0.60010 -0.610 -1.103 -0.222 1.170
Br -0.14702 3.38794 -4.65132 1.485 -1.755 -0.060 0.117
S -1.70855 -0.57257 0.52005 -0.766 -0.255 0.280 0.337
P 1.07859 0.35838 1.45170 2.179 1.027 2.670 0.220
P -1.04815 2.20877 -0.45543 -0.802 0.592 0.020 0.175
N -1.69740 -2.90321 1.87069 -0.117 -0.589 -0.986 0.038
N 2.03725 -5.67814 1.00153 -0.027 0.772 -0.657 0.146
C 2.51733 0.73457 -2.86604 -0.187 1.140 -0.666 0.151
C -2.81489 2.75488 -2.59876 -0.008 0.546 -0.631 0.004
C 0.36015 -4.40098 -0.14308 0.948 1.349 -1.338 0.212
C -2.40487 1.68280 -1.61317 0.352 0.042 -0.113 0.027
C 1.62924 -0.33087 -2.57568 -0.065 -0.510 1.193 0.138
C 0.43534 -0.53086 -3.32990 -0.695 0.809 -0.633 0.104
C 0.17531 0.40535 3.08336 -0.509 -0.187 -0.212 0.023
C -0.29840 4.91053 -1.08614 -0.177 0.336 -0.056 0.019
C -2.79577 -4.90796 1.21385 0.098 -0.371 0.016 0.025
C 2.01396 1.80637 -3.57476 1.424 -0.438 0.575 -0.017
C 0.77919 -5.52152 0.58407 0.962 -1.449 0.454 0.155
C 2.08571 1.91366 1.51160 -0.223 -0.128 0.042 0.026
C -2.00810 3.04633 0.89772 0.499 -0.539 0.675 0.005
C 1.73102 -2.12796 2.68378 -0.017 -0.260 0.046 0.021
C 1.29675 -3.37410 -0.40187 -0.094 -0.278 0.347 -0.095
C 3.28281 1.90665 0.55886 0.213 0.055 -0.015 -0.022
C 0.69141 1.72456 -4.01280 -1.611 2.738 -1.291 0.162
C 0.90521 -2.16906 -1.13484 -0.146 0.939 0.352 0.045
C -3.09842 4.04336 0.49647 -0.193 0.224 -0.473 -0.001
C -3.22391 -4.27480 0.03808 -0.235 0.203 0.310 -0.007
C 2.95869 -4.77512 0.66418 0.286 -1.544 1.543 0.230
C -0.57634 1.67722 3.46364 -0.247 0.285 0.365 -0.001
C -2.86924 -2.94930 -0.20453 0.367 -0.088 0.024 0.014
C 2.65323 -3.61225 -0.05772 -1.612 1.207 -0.197 0.273
C 1.82214 -1.11219 -1.37516 0.525 -1.160 -1.682 0.063
C -1.99475 -4.21906 2.10265 -0.150 0.588 -0.084 -0.001
C -2.04510 -2.28161 0.69424 -0.420 -0.244 0.925 0.032
C -0.07706 0.56674 -4.02658 0.183 -0.934 0.536 0.076
C 2.32814 -0.92586 1.95011 -0.075 -0.033 -0.438 -0.018
C 0.17303 3.46241 -1.03076 0.209 -0.200 -0.496 0.024
H 0.52899 3.12569 -2.01615 -0.153 0.156 0.380 -0.012
H -3.92643 3.55342 -0.03040 0.181 0.146 0.180 0.000
H -3.09652 -5.93966 1.44701 0.231 0.523 -0.162 0.001
H 1.31520 -1.87159 3.66645 0.196 -0.072 -0.296 0.000
H -3.25843 1.34230 -1.00323 0.376 0.157 0.024 0.007
H -2.71798 4.86321 -0.12484 -0.197 -0.278 0.237 0.000
H 4.05629 1.20043 0.89614 -0.199 0.233 -0.110 -0.001
H -3.85925 -4.80598 -0.66371 -0.008 0.041 0.070 0.000
H 0.44120 5.49781 -1.63921 -0.055 -0.057 0.133 0.002
H -1.63909 1.62210 3.20575 0.326 0.023 0.027 -0.001
H 2.80448 -1.05037 -0.90141 -0.409 -0.061 -0.113 0.013
H -0.38945 5.34748 -0.08379 -0.016 -0.106 -0.267 0.000
H -0.14578 2.58283 3.02408 -0.035 -0.215 0.123 0.001
H 2.85441 -1.25219 1.04470 -0.007 0.054 0.327 0.011
H -1.28469 3.53999 1.56501 -0.170 -0.200 -0.274 0.000
H 3.00316 1.63590 -0.47310 -0.006 0.187 0.329 0.022
H -3.22208 -2.37429 -1.05833 0.028 -0.382 0.030 0.004
H 1.04915 3.39944 -0.36526 -0.403 -0.159 -0.256 0.007
H -1.25240 5.01941 -1.60703 0.177 0.019 0.031 0.000
H 1.40535 2.74796 1.29089 0.214 -0.262 0.215 0.021
H 2.60811 2.70900 -3.75004 -0.224 -0.372 -0.036 0.003
H -3.32523 3.60222 -2.11852 0.172 -0.350 -0.246 0.000
H -0.52134 -0.45087 3.08840 0.276 0.310 0.090 0.003
H -1.56139 -4.66649 2.99356 -0.319 0.176 0.047 0.002
H 2.50993 -2.87953 2.86118 -0.144 0.125 0.031 0.000
H -3.48485 2.32125 -3.35158 0.019 0.185 0.190 0.000
H -2.47294 2.23440 1.47573 0.126 0.204 -0.133 0.003
H -0.65737 -4.33056 -0.52013 0.158 0.039 0.284 0.043
H 3.44993 -2.92923 -0.35549 -0.128 -0.479 -0.083 0.008
H 3.08726 -0.42870 2.57351 -0.305 -0.015 -0.115 -0.004
H -2.04083 0.78945 -2.14986 -0.184 0.291 0.122 -0.018
H -1.03599 0.53348 -4.53172 0.156 -0.027 -0.110 0.001
H -0.52740 1.81758 4.55492 -0.019 -0.108 -0.377 0.001
H -1.20224 -2.36956 2.58866 -0.091 -0.236 -0.312 -0.002
H 0.00261 -2.27882 -1.74262 0.651 -0.168 0.040 -0.011
H 3.73839 2.90839 0.53912 -0.082 -0.375 -0.042 0.001
H 0.01609 -1.52660 -3.46776 -0.132 0.373 0.242 -0.007
H 0.92655 0.19467 3.86225 0.057 0.101 -0.563 -0.001
H 3.53544 0.69277 -2.48807 -0.155 0.227 0.005 0.012
H 2.41565 2.05165 2.55221 -0.078 -0.109 -0.199 0.002
H 3.99765 -4.95142 0.96863 -0.304 -0.376 -0.366 0.003
H -3.50970 4.49820 1.40825 0.156 -0.234 -0.188 0.000
H -1.92683 3.13103 -3.13711 -0.827 -0.132 0.492 0.006
H 0.06114 -6.30779 0.84268 0.226 0.325 0.305 0.005
H 0.94172 -2.60493 2.08230 0.180 0.089 0.171 0.002
```
Forces are in eV/Å.

Values from the calculation:
Kohn-Sham gap (alpha / beta) = 5.893 / 4.090 eV
Net charge = +4
E = -5023.573689 Ha
Molar mass = 797.853 g/mol
Strongest force on any atom = 3.6 eV/Å
Multiplicity = 5